No. 1
145
Properties=species:S:1:pos:R:3:forces:R:3:mulliken_charge:R:1 method="wB97M-V/def2-TZVPD" e_lumo_ha=-0.135 charge=+1
C -5.29791 -5.92646 2.18531 -0.3161 0.3920 0.3980 -0.92
N -5.56595 -4.90056 1.14562 0.5939 -0.6662 -0.8269 0.07
C -6.56946 -5.35369 0.17385 -0.4228 -0.0111 0.2787 -1.01
C -4.39828 -4.49798 0.50838 0.0743 -0.0078 0.0170 0.29
O -4.14307 -4.65459 -0.66731 -0.2200 0.2534 0.2872 -0.55
C -3.43104 -3.72197 1.41301 0.1506 -0.1558 -0.4481 -1.33
C -2.11799 -3.52802 0.72233 -0.1051 -0.3127 0.1893 -0.40
C -1.66685 -2.31353 0.29065 0.2460 0.3517 -0.1114 0.28
C -0.44602 -2.20529 -0.37568 0.0380 -0.1560 -0.1439 1.27
C 0.12630 -0.91740 -0.90408 0.1287 0.1555 0.2487 -1.22
C -0.29894 0.37456 -0.25093 0.0347 0.1205 0.1290 0.93
C -1.61738 0.82456 -0.23806 -0.0228 -0.1556 -0.1139 -0.06
C -1.95201 2.02980 0.35221 -0.1286 0.3899 0.1087 -0.70
C -0.97058 2.83073 0.91892 0.2818 -0.1774 0.0675 -0.95
C 0.34487 2.38733 0.91134 -0.0798 0.3557 0.0881 -0.73
C 0.67817 1.17920 0.33004 -0.0208 -0.1526 -0.0111 -0.91
C 0.29580 -3.37645 -0.57523 0.0648 0.3764 -0.1071 -0.77
C -0.17172 -4.58499 -0.14803 -0.1020 -0.1530 0.0822 -0.03
C 0.53914 -5.89475 -0.37122 -0.1556 -0.0783 -0.2457 -0.75
O 0.79376 -6.13007 -1.73869 0.0111 0.0613 -0.1137 -0.24
O 2.07642 -5.56472 -2.02665 0.2452 0.1248 0.1524 -0.37
N -1.35905 -4.61778 0.48824 -0.0400 0.0095 0.0361 0.16
H -5.62792 -5.59060 3.16619 -0.0088 0.0121 0.0502 0.29
H -4.24204 -6.18520 2.24415 0.0355 -0.0223 0.0002 0.33
H -5.83945 -6.83694 1.94162 -0.0111 -0.0223 -0.0744 0.36
H -6.70571 -4.60761 -0.60107 0.0880 0.0290 -0.0512 0.33
H -7.51619 -5.47322 0.69703 -0.0042 -0.0055 0.0501 0.38
H -6.30329 -6.30968 -0.27948 0.0925 0.0228 -0.1003 0.38
H -3.88028 -2.74122 1.55497 -0.0617 -0.0201 0.2885 0.36
H -3.30909 -4.21812 2.37438 -0.0277 0.1582 0.1323 0.55
H -2.26684 -1.43917 0.48078 -0.0080 0.0318 0.0538 0.34
H -0.04989 -0.86467 -1.98234 -0.1265 -0.1698 -0.0554 0.43
H 1.20686 -1.00610 -0.78409 0.0639 0.0341 -0.1467 0.53
H -2.40454 0.24581 -0.70639 0.0129 -0.0061 -0.1091 0.53
H -2.98238 2.36153 0.36961 -0.0290 -0.0323 -0.0347 0.48
H -1.19244 3.78626 1.37630 -0.2352 -0.0173 0.0058 0.77
H 1.11480 2.99970 1.36176 0.0745 -0.0423 -0.0155 0.47
H 1.71723 0.87602 0.32755 0.0226 -0.1145 -0.0091 0.30
H 1.25452 -3.33716 -1.07048 0.0351 0.0095 0.0119 0.71
H 1.46905 -5.93882 0.19352 0.0232 -0.0452 0.0741 0.36
H -0.11338 -6.72053 -0.08140 0.0661 -0.0458 0.1401 0.30
H 1.90705 -5.00044 -2.79630 -0.2216 -0.1537 -0.0997 0.34
H -1.71900 -5.51754 0.77858 -0.0341 -0.0457 -0.0461 0.31
C -4.50322 5.35452 4.70637 0.0496 -0.0100 0.0868 -0.54
O -4.74132 4.80098 3.40247 -0.0084 -0.0976 -0.0765 -0.34
P -4.40134 5.65062 2.11897 0.1136 0.1045 0.0181 0.90
O -3.10956 6.34782 2.13834 -0.0342 0.1479 0.1142 -0.24
O -5.64993 6.59573 1.85063 0.0474 -0.0270 -0.0309 -0.35
C -5.78197 7.83268 2.56341 0.0128 0.0858 -0.0159 -0.35
O -4.57499 4.55472 1.00284 -0.1780 -0.0661 -0.0213 -0.37
C -4.29422 4.95552 -0.34825 0.1218 -0.0537 -0.1479 -0.74
H -3.92389 4.63340 5.27704 0.0080 -0.0174 -0.0208 0.24
H -3.94500 6.28855 4.64883 0.0300 -0.0161 -0.0288 0.20
H -5.46188 5.52189 5.19390 -0.0118 0.0009 -0.0271 0.26
H -4.80735 8.28748 2.73692 0.0134 -0.0181 -0.0146 0.00
H -6.29198 7.66251 3.51151 0.0116 -0.0161 0.0031 0.27
H -6.38329 8.49677 1.94927 -0.0183 -0.0257 -0.0176 0.29
H -3.21950 4.91808 -0.52138 0.0066 0.0364 -0.0045 0.25
H -4.66281 5.95842 -0.55935 -0.0370 0.0121 0.0864 0.35
H -4.79739 4.25068 -1.00423 -0.0210 -0.0446 0.0553 0.25
C 5.62552 -5.18360 -4.49915 0.0234 0.0471 0.0451 -0.54
O 5.75988 -5.70710 -5.82175 0.0116 -0.0465 -0.0285 -0.35
P 4.48134 -6.16329 -6.63147 0.0641 0.0785 -0.0668 0.89
O 3.32744 -5.26127 -6.54793 -0.0542 0.0001 0.1928 -0.68
O 4.14601 -7.65153 -6.16621 -0.0250 0.0342 -0.0268 -0.12
C 3.36364 -7.82366 -4.98367 -0.1050 -0.0820 0.1868 -0.60
O 5.13976 -6.39146 -8.03330 -0.0117 -0.0970 -0.0125 -0.33
C 4.28898 -6.78319 -9.12581 -0.0150 0.0150 -0.0812 -0.59
H 6.16296 -4.23945 -4.45218 0.0130 -0.0016 -0.0197 0.30
H 4.57990 -5.00899 -4.24345 -0.0068 0.0189 -0.0349 0.19
H 6.06727 -5.88707 -3.79481 -0.0054 -0.0149 -0.0135 0.26
H 2.62472 -7.02798 -4.88500 0.0050 -0.0006 -0.0546 0.35
H 4.01548 -7.83416 -4.10844 -0.0071 -0.0017 0.0066 0.27
H 2.84791 -8.77891 -5.05142 0.0484 -0.0251 -0.0804 0.19
H 3.81977 -5.90201 -9.55778 -0.0125 0.0106 0.0280 0.26
H 3.52375 -7.48496 -8.79543 0.0115 -0.0075 0.0217 0.27
H 4.92565 -7.26385 -9.86194 0.0347 0.0151 0.0141 0.24
C 0.78754 -15.23529 -5.05387 -0.0064 -0.0922 0.0210 -0.67
O 1.32322 -14.22960 -5.92432 -0.0438 0.0582 0.0172 -0.34
P 2.45390 -13.26166 -5.40114 0.0592 -0.0617 -0.0791 1.04
O 3.51501 -13.88304 -4.60701 -0.0621 -0.0121 0.1453 -0.67
O 1.72367 -12.05964 -4.63914 -0.0359 -0.0014 -0.0239 -0.24
C 1.34643 -12.23900 -3.27254 0.0561 0.0124 0.0811 -0.69
O 2.85211 -12.58289 -6.75856 -0.0569 0.1230 -0.0487 -0.34
C 3.92811 -11.63334 -6.73877 0.1412 0.0588 -0.0184 -0.51
H 0.82402 -16.18722 -5.57699 0.0041 0.0081 -0.0268 0.26
H 1.36449 -15.31712 -4.13296 0.0414 0.0025 -0.0251 0.35
H -0.24798 -14.98608 -4.82677 0.0065 0.0223 -0.0087 0.25
H 2.07650 -12.85336 -2.74492 0.0105 -0.0014 -0.0249 0.38
H 0.35854 -12.69809 -3.21394 0.0038 -0.0099 -0.0084 0.27
H 1.30826 -11.25374 -2.81336 -0.0118 0.0167 -0.0278 0.21
H 4.88188 -12.15346 -6.79871 -0.0113 -0.0333 0.0488 0.29
H 3.89730 -11.02691 -5.83361 0.0090 0.0011 0.0044 0.18
H 3.81149 -10.98724 -7.60394 -0.0829 -0.0427 -0.0274 0.23
C 5.72449 7.16038 -1.71168 0.0884 0.0099 0.0139 -0.68
O 4.35092 7.46353 -1.42999 -0.0198 -0.0222 -0.0387 -0.40
P 3.37215 6.31846 -0.96618 0.0137 0.0676 0.0727 1.12
O 3.90078 5.38136 0.02970 0.0597 -0.1114 -0.0666 -0.67
O 2.83121 5.59794 -2.28237 0.0213 0.0269 -0.0093 -0.28
C 3.62016 4.57367 -2.89362 0.0015 -0.0897 0.0144 -0.71
O 2.13598 7.19374 -0.54936 -0.0791 0.0079 -0.0963 -0.38
C 1.01752 6.50316 0.02175 -0.1007 -0.0598 0.1275 -0.52
H 6.34362 7.86138 -1.15822 -0.0200 0.0198 0.0080 0.26
H 5.98157 6.14594 -1.40768 -0.0243 0.0045 0.0407 0.34
H 5.89829 7.28694 -2.77897 -0.0251 -0.0012 -0.0018 0.26
H 4.15099 3.99080 -2.14020 -0.0096 0.0210 0.0181 0.35
H 4.32994 5.01617 -3.59327 0.0052 0.0096 0.0090 0.27
H 2.94141 3.92415 -3.44057 -0.0243 0.0275 -0.0113 0.26
H 1.19244 6.34148 1.08451 0.0074 -0.0123 -0.0016 0.23
H 0.85528 5.54408 -0.47211 -0.0196 0.0059 -0.0145 0.25
H 0.14016 7.12929 -0.11159 0.0390 0.0567 -0.0249 0.30
C -1.26935 12.83034 1.62647 0.0524 0.0240 -0.0656 -0.66
O -1.74094 13.04789 2.96238 -0.0567 -0.0311 -0.0046 -0.34
P -1.34480 12.03253 4.10512 0.0670 0.0837 0.0530 1.00
O 0.05073 11.58839 4.10870 0.0064 -0.1070 -0.1055 -0.67
O -2.39034 10.82905 4.04404 -0.0281 0.0030 -0.0195 -0.25
C -2.16858 9.76189 3.11705 0.0366 -0.1273 -0.0395 -0.45
O -1.85887 12.84226 5.34819 -0.1040 -0.0425 0.0334 -0.34
C -1.64027 12.27970 6.65122 0.0352 0.0284 0.0639 -0.60
H -0.81234 13.75228 1.27614 -0.0096 0.0180 0.0178 0.26
H -0.52789 12.03255 1.58765 0.0220 0.0168 0.0377 0.35
H -2.11863 12.58271 0.99117 -0.0106 -0.0045 0.0201 0.25
H -1.10417 9.55971 2.99656 0.0103 0.0427 0.0291 0.48
H -2.61111 10.01038 2.15098 0.0095 0.0034 -0.0045 0.27
H -2.65203 8.87008 3.50753 -0.0086 0.0089 0.0271 -0.10
H -0.63293 12.51544 6.98836 0.0151 -0.0164 -0.0235 0.26
H -1.78183 11.19921 6.64200 -0.0127 -0.0024 -0.0180 0.28
H -2.36959 12.73270 7.31615 -0.0067 0.0306 -0.0212 0.24
C -0.24684 0.78449 6.38410 -0.0015 -0.0508 0.0045 -0.74
O -0.34815 2.08800 5.80293 -0.0691 0.0298 0.0005 -0.25
P 0.97334 2.89519 5.47180 0.0598 0.0778 -0.1376 0.90
O 2.03452 2.11888 4.82377 0.0243 -0.1249 0.1292 -0.72
O 1.42104 3.61464 6.81705 -0.0271 -0.0474 -0.0179 -0.33
C 2.18886 2.89251 7.78715 0.1183 -0.0065 0.0141 -0.71
O 0.35123 4.08368 4.65664 -0.0597 0.0544 0.0409 -0.05
C 1.25011 5.07113 4.11689 -0.0032 0.0518 -0.0551 -0.59
H -0.85681 0.10331 5.79453 -0.0155 0.0137 -0.0117 0.24
H 0.78198 0.42454 6.38703 0.0067 0.0086 -0.0404 0.36
H -0.63025 0.82235 7.40272 0.0042 0.0160 0.0018 0.27
H 2.87557 2.19968 7.30064 -0.0132 0.0118 -0.0265 0.34
H 1.52327 2.35307 8.46188 -0.0112 -0.0010 -0.0148 0.26
H 2.75813 3.62152 8.35668 -0.0233 0.0291 -0.0043 0.26
H 1.66766 4.71666 3.17567 0.0288 -0.0318 0.0206 0.19
H 2.05795 5.28979 4.81362 -0.0068 -0.0058 0.0186 0.36
H 0.66429 5.97055 3.95108 -0.0405 -0.0189 -0.0004 0.20


No. 2
8
Properties=species:S:1:pos:R:3:forces:R:3:mulliken_charge:R:1 method="wB97M-V/def2-TZVPD" smiles=FCC(F)(F)Cl e_lumo_ha=0.029 charge=0
C -0.90363 -0.03549 -0.11158 4.5077 1.3352 -0.4411 -0.50
C 0.77247 0.12641 0.07048 -1.8596 -0.5450 -0.4143 0.63
F -1.44142 1.14900 0.18279 -0.7921 0.6914 0.1098 -0.25
F 1.39155 0.81628 -0.96739 -1.0749 -0.0785 2.0878 -0.21
F 1.00249 0.64434 1.33785 -0.0212 0.0282 -2.2464 -0.21
Cl 1.47810 -1.48447 0.02193 0.0075 -0.1976 0.0975 -0.15
H -1.14110 -0.79835 0.53008 -0.7689 -1.4872 2.2962 0.35
H -1.15847 -0.41772 -1.06416 0.0015 0.2536 -1.4895 0.34


No. 3
24
Properties=species:S:1:pos:R:3:forces:R:3:mulliken_charge:R:1 method="wB97M-V/def2-TZVPD" smiles="CO[P@@](C)(=O)[Si](C)(C)C" e_lumo_ha=0.024 charge=0
C 2.78985 -1.42026 -0.25672 3.2946 2.5852 1.8681 -0.89
C -0.99031 -0.69891 -2.15067 0.0456 -1.6933 -0.3947 -1.12
C -2.13713 1.53428 -0.69486 0.9463 0.4481 0.0875 -1.12
C -1.81653 -0.88595 1.05530 1.6446 -0.2091 0.9544 -1.03
C 1.39050 1.42025 1.61619 0.9907 3.0486 -1.6895 -1.11
O 2.34128 1.27901 -1.21410 -5.3285 -2.7222 4.5407 -0.76
O 1.73909 -0.84336 0.42524 -1.5073 -0.2791 1.3769 -0.32
Si -0.92996 0.00174 -0.36932 -4.3603 1.6790 -1.8016 0.46
P 1.16936 0.55902 0.00311 6.2631 4.6263 -3.3831 0.98
H 3.41647 -1.87870 0.49929 0.0799 -0.6397 -0.3585 0.24
H 3.35520 -0.64682 -0.79019 0.1402 0.0061 0.3535 0.40
H 2.39333 -1.95188 -0.98246 -1.4258 -3.6028 -3.2158 0.37
H -0.28308 -0.08256 -2.72374 0.7662 -0.6722 0.3474 0.36
H -0.73353 -1.81588 -2.03057 0.2672 1.6158 -0.7743 0.26
H -1.81442 -0.67848 -2.93985 0.0899 0.1147 1.9642 0.35
H -2.24876 2.39598 0.00315 0.3813 -0.7090 -0.2362 0.35
H -1.85054 1.95950 -1.68088 -0.2064 -0.1868 0.5295 0.29
H -3.14220 1.11461 -0.80191 0.1377 -0.1863 -0.0537 0.31
H -2.85408 -1.18696 0.87994 0.3440 0.0278 -0.3159 0.37
H -1.19314 -1.73703 1.42500 -0.7313 0.3475 -0.2793 0.31
H -1.82348 -0.16570 1.90630 -0.0726 -0.3252 -0.5364 0.30
H 1.29760 2.58952 1.60919 0.0836 -2.2550 -0.3759 0.30
H 0.66818 1.05956 2.25052 -1.7988 -0.9021 1.7658 0.40
H 2.37223 1.18216 2.03224 -0.0438 -0.1164 -0.3731 0.30


No. 4
21
Properties=species:S:1:pos:R:3:forces:R:3:mulliken_spin:R:1 method="wB97M-V/def2-TZVPD" e_lumo_ha="-0.133 / -0.240" spin_multiplicity=4 charge=+1
O -0.13282 3.60862 -3.76822 0.1244 -2.7187 2.0831 -0.03
C -0.10476 2.69160 -3.07579 -0.2079 3.4321 -2.6649 0.16
Co 0.26409 -1.22303 0.01438 0.4439 -1.5868 2.7049 1.79
O 1.82111 1.19278 0.50668 -1.6433 -3.2334 -0.8402 0.03
C 1.21087 0.23884 0.26369 2.5188 6.6853 1.2491 0.01
C 0.66712 -2.87242 0.76342 0.5687 -5.5495 2.4150 0.01
O 0.87997 -3.90794 1.22563 -0.5322 3.3671 -1.4444 0.04
C 0.98712 -1.53435 -1.53842 2.8506 -1.2900 -6.5185 0.00
O 1.47527 -1.70812 -2.56931 -1.3615 0.5180 2.9198 -0.01
C -1.33913 -0.99422 -0.65088 -5.9680 1.7264 -2.1009 -0.02
O -2.38597 -0.83068 -1.11407 3.2686 -0.7152 1.3743 0.00
H -0.00015 1.27384 -1.95457 0.0914 -0.7193 0.5601 0.82
C -0.95962 -2.23721 3.47387 -0.4121 0.1996 0.1438 0.00
S -0.35548 -0.75198 2.63256 0.1420 -0.1822 0.1060 0.18
C 1.28069 -0.70303 3.40318 -0.0089 0.1740 0.1451 0.01
H -1.69110 -2.73362 2.82928 0.1068 0.0559 0.1998 0.00
H -1.45105 -1.88723 4.38944 0.0992 -0.3267 -0.1848 0.01
H -0.13546 -2.91158 3.72050 -0.1647 0.1004 -0.1249 0.00
H 1.89379 0.03570 2.87964 -0.0795 -0.1194 0.2395 0.00
H 1.13909 -0.39758 4.44645 0.2124 -0.0826 -0.2582 0.01
H 1.74870 -1.69337 3.35914 -0.0488 0.2650 -0.0036 0.00


Asked for E across the records above, the calculation gives -151512.964, -22780.573, -26688.153, -66060.434 eV in order.